ORCA calculation (wB97M-V/def2-TZVPD) on 11 unconnected molecules or ions with the total composition C45H52N6O13.

The geometry in XYZ format:
```
116
Properties=species:S:1:pos:R:3:forces:R:3:mulliken_charge:R:1
O -18.247115 14.490740 -20.428557 0.44 -0.68 -0.39 -0.142
C -19.125881 15.041605 -19.564885 0.16 1.07 1.55 0.031
C -19.597938 16.354366 -19.663890 -0.29 -0.78 -0.91 -0.336
C -20.622194 16.814109 -18.844970 -0.30 -0.24 -0.35 -0.639
C -21.122182 15.987695 -17.860038 0.95 -1.16 1.82 0.697
O -21.990392 16.465505 -16.916370 -0.68 1.04 -0.45 -0.574
C -20.531156 14.728914 -17.605780 0.14 0.93 -1.26 -0.098
C -19.505214 14.300161 -18.440562 -1.02 -0.85 -0.49 -0.984
H -17.609429 15.112823 -20.818373 -0.35 0.27 0.03 0.137
H -19.291662 16.924622 -20.533245 0.06 0.19 0.12 0.418
H -21.124897 17.741869 -19.080422 0.18 0.19 0.28 0.369
H -22.459064 15.775914 -16.444719 0.13 -0.31 -0.13 0.288
H -20.905018 14.088484 -16.818660 0.06 0.07 0.15 0.288
H -19.193728 13.263748 -18.346686 0.47 0.16 0.01 0.559
O -15.719867 12.404019 -20.974695 -0.47 -0.48 -0.01 -0.390
C -16.262306 11.473604 -20.129945 0.25 0.01 -0.15 -0.019
C -15.716898 11.272777 -18.888298 0.90 -0.04 1.26 -0.421
C -16.251044 10.366787 -17.983639 -0.82 -0.26 -0.02 -0.704
C -17.430925 9.701834 -18.287906 -0.21 1.05 -0.88 0.524
O -18.175599 9.071683 -17.316083 0.36 -0.09 -0.18 -0.549
C -17.952239 9.855995 -19.585582 0.03 -0.82 0.92 -0.725
C -17.341375 10.685954 -20.508800 -0.22 -0.05 -0.08 0.063
H -16.297706 12.351926 -21.750326 0.23 0.44 -0.53 -0.049
H -14.850107 11.808392 -18.518761 0.04 0.22 -0.52 0.411
H -15.833882 10.205992 -16.994686 0.24 0.25 -0.07 0.354
H -17.863004 9.463656 -16.492620 -0.21 -0.33 0.14 0.299
H -18.831073 9.257793 -19.797706 -0.07 0.20 -0.31 0.426
H -17.701563 10.761931 -21.530471 -0.18 0.01 0.06 0.545
O -21.026752 12.346057 -27.699444 0.10 -0.89 -0.90 0.072
C -20.888305 13.606253 -28.245136 1.31 0.19 0.05 -0.371
C -21.534252 14.031732 -29.401006 -0.29 0.47 0.31 -1.129
C -21.503290 15.389575 -29.721171 0.28 -0.20 0.81 -0.600
C -20.711092 16.239520 -28.957012 -1.21 0.90 -0.35 0.619
O -20.931277 17.585092 -29.189196 0.49 -0.24 0.05 -0.565
C -19.967061 15.771367 -27.904827 0.82 -0.41 0.98 -1.077
C -20.037892 14.443747 -27.516800 -1.10 0.36 -0.81 0.458
H -21.530264 11.802557 -28.320993 0.09 -0.12 0.11 0.161
H -22.184647 13.378347 -29.969901 0.02 -0.16 0.11 0.443
H -22.228115 15.871580 -30.361370 0.21 -0.29 -0.50 0.402
H -20.669663 18.085617 -28.408761 0.10 0.01 -0.09 0.308
H -19.357634 16.370391 -27.235078 -0.15 0.54 -0.40 0.395
H -19.587798 14.172474 -26.573136 0.14 -0.43 -0.14 0.904
O -21.981327 5.721123 -26.721594 0.18 0.66 -1.09 -0.557
C -21.851452 6.856356 -25.958072 -0.76 -1.30 0.73 0.724
C -22.008632 8.115859 -26.511124 0.06 0.14 -0.64 -0.501
C -21.909747 9.247520 -25.732453 -0.62 -0.25 1.37 0.149
C -21.762001 9.106822 -24.328563 0.23 0.52 -1.59 0.013
O -21.633141 10.255997 -23.596831 -0.13 0.21 0.09 -0.281
C -21.736180 7.844676 -23.793478 0.24 -0.11 1.09 -0.565
C -21.773317 6.710773 -24.582621 0.35 0.45 -0.41 -0.801
H -21.990992 4.916736 -26.201846 0.04 0.10 0.36 0.295
H -22.264738 8.248987 -27.554972 0.19 -0.30 -0.07 0.417
H -22.180405 10.204331 -26.159301 0.42 0.17 0.05 0.273
H -21.286789 10.067584 -22.717884 -0.06 -0.14 -0.06 0.120
H -21.680805 7.744322 -22.712873 0.05 -0.05 -0.03 0.369
H -21.711662 5.720628 -24.151373 -0.07 0.01 0.12 0.312
O -15.084612 16.167270 -25.773395 -0.91 0.11 0.48 -0.494
C -15.142510 15.086142 -26.617676 1.17 -0.19 0.35 0.169
C -14.162270 14.942283 -27.598030 -0.27 -0.16 -0.20 -0.671
C -14.186438 13.841890 -28.441609 -0.39 -0.02 0.66 -1.061
C -15.136352 12.858521 -28.201823 0.02 -1.28 -0.44 0.752
O -15.180684 11.734779 -28.984215 -0.41 -0.41 -0.07 -0.445
C -16.046524 12.885748 -27.148908 0.28 2.50 -0.28 -0.003
C -16.042058 14.058619 -26.361314 -0.32 -0.88 -0.39 0.097
H -14.307070 16.715226 -25.895892 0.11 -0.15 -0.39 0.310
H -13.369461 15.678079 -27.659009 -0.08 0.11 -0.21 0.298
H -13.495780 13.693651 -29.260467 0.17 0.18 0.06 0.333
H -14.481475 11.683449 -29.639929 0.14 0.33 0.08 0.266
H -16.904518 12.234861 -27.098988 0.46 -0.50 0.11 -0.155
H -16.757419 14.071084 -25.547954 0.09 0.52 0.06 0.667
O -18.320324 11.771584 -29.093750 -0.25 0.01 -0.17 -0.467
C -18.321203 10.413239 -29.278490 -0.10 0.27 0.94 0.015
C -18.730985 9.520707 -28.301011 0.07 -1.15 1.17 0.398
C -18.583573 8.125360 -28.440905 -0.85 1.13 -1.48 -1.026
C -18.253846 7.695026 -29.707799 1.47 -1.63 -0.20 0.611
O -18.210980 6.344186 -30.033851 -0.08 0.50 0.30 -0.546
C -17.714462 8.567100 -30.645167 -0.11 0.46 -0.62 -0.469
C -17.769170 9.919703 -30.443531 -0.02 0.43 0.10 -0.329
H -18.885457 12.007773 -28.349067 -0.09 -0.08 0.01 -0.051
H -19.147221 9.746879 -27.321556 0.12 0.91 -0.18 0.387
H -18.885102 7.421271 -27.677280 -0.07 0.13 0.13 0.267
H -18.438416 5.859191 -29.233193 -0.04 -0.16 -0.14 0.298
H -17.220823 8.295890 -31.569782 -0.31 -0.80 0.12 0.387
H -17.374847 10.612842 -31.174701 0.03 0.00 0.04 0.447
N -18.994064 13.384007 -23.319091 0.99 -1.54 -1.08 0.672
C -18.315455 12.480613 -24.073090 -0.11 0.36 1.68 -0.225
N -18.996171 11.926161 -25.113099 1.72 0.27 0.38 0.608
O -17.150735 12.153439 -23.775703 -0.30 0.06 -0.52 -0.316
H -18.420350 13.765488 -22.582812 -0.82 0.59 0.30 -0.241
H -19.913760 13.613458 -23.651054 -0.07 0.99 0.75 -0.112
H -19.990118 12.007328 -25.193928 -0.07 -0.38 -0.47 -0.192
H -18.320770 11.382904 -25.631006 -1.05 -0.52 -0.54 -0.232
C -14.455896 14.880894 -23.175351 -0.53 -0.78 -0.41 -0.514
C -15.705643 15.470926 -22.703532 0.69 0.15 0.66 0.585
N -16.674198 15.919367 -22.280905 0.00 -0.03 -0.15 -0.625
H -14.041802 14.126106 -22.507372 -0.33 0.16 0.40 0.245
H -13.674931 15.594795 -23.410078 -0.24 0.24 -0.09 0.393
H -14.790540 14.335540 -24.060258 0.55 0.02 -0.23 -0.112
C -14.854141 9.661521 -23.298938 -0.09 -0.10 1.01 -0.003
C -13.742432 10.076455 -22.439825 0.05 0.17 -0.57 0.275
N -12.869824 10.431779 -21.786735 0.12 -0.02 0.15 -0.498
H -14.518325 9.115042 -24.175037 0.06 0.12 -0.04 0.431
H -15.471221 10.524774 -23.544213 0.04 0.00 -0.23 -0.274
H -15.446669 9.002856 -22.658718 -0.20 -0.10 -0.30 0.195
C -21.620484 12.839582 -20.804803 1.09 0.08 -0.18 0.410
C -22.758358 13.716020 -21.005745 0.15 -0.03 -0.87 0.286
N -23.625352 14.420550 -21.268008 -0.15 -0.03 0.25 -0.515
H -21.319701 12.924933 -19.762040 -0.07 -0.66 0.04 0.224
H -20.725447 13.120320 -21.371732 -0.28 0.87 0.03 -0.355
H -21.726306 11.839887 -21.225205 -0.79 -0.19 0.72 0.047
C -22.872769 13.645102 -25.835689 0.23 0.54 -0.43 -0.229
C -22.110164 14.307040 -24.795902 -0.27 0.11 -0.25 0.446
N -21.444216 14.804564 -24.007961 0.09 0.18 0.26 -0.548
H -23.433507 12.826937 -25.393511 -0.07 -0.13 -0.28 0.328
H -22.147614 13.363122 -26.605835 -0.61 -0.53 0.85 -0.266
H -23.499766 14.343743 -26.390947 -0.36 0.11 0.52 0.363
```
Positions in Å, forces in eV/Å.

## Properties
LUMO energy in eV: 0.124
HOMO level in eV: -7.79